Entry from the Open Molecules 2025 dataset: a cluster of 19 separate species, C38H57N19 in total at a distorted geometry (ωB97M-V/def2-TZVPD).

Bonds (Å) are listed after each position.
Element x y z (Å)
1 C -14.5776 9.7075 -12.4113  C2 1.479, H4 1.090, H5 1.090, H6 1.090
2 C -14.1758 11.1240 -12.2681  C1 1.479, N3 1.121
3 N -13.8539 12.1981 -12.2709  C2 1.121
4 H -15.0261 9.3350 -11.4903  C1 1.090
5 H -13.6880 9.0927 -12.5480  C1 1.090
6 H -15.3249 9.5906 -13.1962  C1 1.090
7 C -7.7200 15.6914 -5.6214  C8 1.496, H10 1.090, H11 1.090, H12 1.090
8 C -7.2467 16.4516 -4.4225  C7 1.496, N9 1.165
9 N -6.8525 16.9721 -3.4572  C8 1.165
10 H -8.7250 15.2844 -5.5102  C7 1.090
11 H -7.1478 14.8129 -5.9200  C7 1.090
12 H -7.8192 16.4418 -6.4058  C7 1.090
13 C -17.4852 11.0817 -9.5692  C14 1.490, H16 1.090, H17 1.090, H18 1.090
14 C -18.7718 10.3806 -9.8381  C13 1.490, N15 1.203
15 N -19.8527 9.8934 -10.0417  C14 1.203
16 H -16.9304 11.2094 -10.4988  C13 1.090
17 H -16.8255 10.6747 -8.8029  C13 1.090
18 H -17.6523 12.0839 -9.1747  C13 1.090
19 C -18.0149 7.7634 -7.7581  C20 1.457, H22 1.090, H23 1.090, H24 1.090
20 C -17.0324 7.7165 -8.8324  C19 1.457, N21 1.167
21 N -16.1688 7.6882 -9.6165  C20 1.167
22 H -18.1444 8.7536 -7.3215  C19 1.090
23 H -17.6955 7.0499 -6.9984  C19 1.090
24 H -18.9258 7.4022 -8.2355  C19 1.090
25 C -13.7516 16.9060 -4.1440  C26 1.465, H28 1.090, H29 1.090, H30 1.090
26 C -13.8648 18.0338 -3.2165  C25 1.465, N27 1.145
27 N -13.9981 18.8901 -2.4685  C26 1.145
28 H -12.8109 16.8753 -4.6937  C25 1.090
29 H -14.5169 17.1090 -4.8931  C25 1.090
30 H -13.7542 15.8914 -3.7456  C25 1.090
31 C -18.9156 12.4394 -1.6347  C32 1.455, H34 1.090, H35 1.090, H36 1.090
32 C -18.1561 11.7454 -2.6635  C31 1.455, N33 1.201
33 N -17.4771 11.1257 -3.4368  C32 1.201
34 H -18.5609 13.2443 -0.9909  C31 1.090
35 H -19.2695 11.6606 -0.9591  C31 1.090
36 H -19.8448 12.7660 -2.1014  C31 1.090
37 C -11.9321 12.8630 -9.9727  C38 1.462, H40 1.090, H41 1.090, H42 1.090
38 C -10.9606 12.1416 -10.7938  C37 1.462, N39 1.164
39 N -10.1939 11.4870 -11.3765  C38 1.164
40 H -12.1603 13.7765 -10.5219  C37 1.090
41 H -11.4931 13.1170 -9.0079  C37 1.090
42 H -12.7910 12.2090 -9.8224  C37 1.090
43 C -7.1944 12.6506 -4.1047  C44 1.428, H46 1.090, H47 1.090, H48 1.090
44 C -6.2137 11.6716 -3.7594  C43 1.428, N45 1.187
45 N -5.3818 10.8444 -3.5810  C44 1.187
46 H -6.6772 13.6086 -4.1588  C43 1.090
47 H -7.9597 12.8451 -3.3534  C43 1.090
48 H -7.7430 12.3769 -5.0059  C43 1.090
49 C -9.8731 8.4588 -9.9476  C50 1.455, H52 1.090, H53 1.090, H54 1.090
50 C -10.9773 7.5381 -9.7254  C49 1.455, N51 1.133
51 N -11.8320 6.8176 -9.5415  C50 1.133
52 H -8.9508 8.0434 -9.5414  C49 1.090
53 H -9.8934 9.3143 -9.2725  C49 1.090
54 H -9.6062 8.8315 -10.9365  C49 1.090
55 C -17.1629 17.0875 -1.9164  C56 1.481, H58 1.090, H59 1.090, H60 1.090
56 C -16.6336 15.9298 -2.6729  C55 1.481, N57 1.132
57 N -16.2151 15.0240 -3.2084  C56 1.132
58 H -17.5780 16.8859 -0.9290  C55 1.090
59 H -17.9551 17.5191 -2.5281  C55 1.090
60 H -16.3252 17.7831 -1.8661  C55 1.090
61 C -10.4624 10.4872 -4.1865  C62 1.469, H64 1.090, H65 1.090, H66 1.090
62 C -10.4986 10.4135 -5.6527  C61 1.469, N63 1.169
63 N -10.4083 10.3596 -6.8166  C62 1.169
64 H -9.6040 11.0060 -3.7596  C61 1.090
65 H -10.5566 9.4923 -3.7512  C61 1.090
66 H -11.3444 11.0539 -3.8883  C61 1.090
67 C -13.3112 12.7481 -6.1200  C68 1.446, H70 1.090, H71 1.090, H72 1.090
68 C -14.1448 12.4806 -7.2706  C67 1.446, N69 1.197
69 N -14.9032 12.3085 -8.1805  C68 1.197
70 H -13.4475 11.9637 -5.3755  C67 1.090
71 H -13.5968 13.7682 -5.8633  C67 1.090
72 H -12.2908 12.5968 -6.4722  C67 1.090
73 C -17.4451 13.2843 -6.1534  C74 1.408, H76 1.090, H77 1.090, H78 1.090
74 C -18.1394 13.8866 -7.2206  C73 1.408, N75 1.158
75 N -18.5998 14.4414 -8.1266  C74 1.158
76 H -17.4778 12.2013 -6.2725  C73 1.090
77 H -17.8982 13.5740 -5.2053  C73 1.090
78 H -16.4496 13.7176 -6.0567  C73 1.090
79 C -13.8140 7.9285 -6.9214  C80 1.430, H82 1.090, H83 1.090, H84 1.090
80 C -14.6585 8.9382 -6.3626  C79 1.430, N81 1.168
81 N -15.3298 9.7663 -5.8846  C80 1.168
82 H -14.3632 7.6756 -7.8283  C79 1.090
83 H -13.8088 6.9613 -6.4188  C79 1.090
84 H -12.8594 8.3738 -7.2014  C79 1.090
85 C -16.7364 13.4451 -12.9470  C86 1.471, H88 1.090, H89 1.090, H90 1.090
86 C -15.7980 14.4523 -13.4658  C85 1.471, N87 1.176
87 N -15.0839 15.3051 -13.8467  C86 1.176
88 H -17.6130 13.8605 -12.4500  C85 1.090
89 H -16.3407 12.7439 -12.2122  C85 1.090
90 H -17.1188 12.8830 -13.7990  C85 1.090
91 C -7.7237 11.5969 -8.5367  C92 1.491, H94 1.090, H95 1.090, H96 1.090
92 C -6.5210 11.9872 -7.7469  C91 1.491, N93 1.200
93 N -5.5738 12.3024 -7.0818  C92 1.200
94 H -7.5190 11.5217 -9.6047  C91 1.090
95 H -8.5511 12.2929 -8.3990  C91 1.090
96 H -8.0557 10.6721 -8.0648  C91 1.090
97 C -15.6434 14.7832 -9.9115  C98 1.523, H100 1.090, H101 1.090, H102 1.090
98 C -14.9326 15.4421 -8.7365  C97 1.523, N99 1.122
99 N -14.4090 15.9734 -7.8984  C98 1.122
100 H -16.1412 15.5252 -10.5357  C97 1.090
101 H -16.3067 14.0187 -9.5070  C97 1.090
102 H -15.0447 14.2076 -10.6174  C97 1.090
103 C -14.5580 12.1147 -1.6386  C104 1.481, H106 1.090, H107 1.090, H108 1.090
104 C -15.4635 12.3256 -0.4856  C103 1.481, N105 1.148
105 N -16.1691 12.4673 0.4088  C104 1.148
106 H -13.6648 12.6305 -1.2860  C103 1.090
107 H -14.9007 12.8350 -2.3814  C103 1.090
108 H -14.2025 11.1227 -1.9176  C103 1.090
109 C -11.2960 16.7685 -7.4309  C110 1.470, H112 1.090, H113 1.090, H114 1.090
110 C -10.7542 15.4115 -7.2725  C109 1.470, N111 1.157
111 N -10.3178 14.3466 -7.1530  C110 1.157
112 H -11.7993 17.1802 -6.5561  C109 1.090
113 H -11.9333 16.7915 -8.3148  C109 1.090
114 H -10.4545 17.4063 -7.7015  C109 1.090

The energy comes out at -68634.752 eV. As for the charge: 0. The frontier orbital gap comes out at 11.09 eV. As for the HOMO energy: -11.53 eV.